Entry 1:
DFT (ωB97M-V/def2-TZVPD) results for an isolated molecule of C7H11N3O in a non-equilibrium geometry.

Bonds (Å) are listed after each position.
Atoms and positions in Å:
1 C -1.456 0.430 -1.487  C2 1.567, H12 1.095, H13 1.251, H14 1.161
2 C -1.186 -0.196 -0.077  C1 1.567, C3 1.548, N4 1.422, H15 1.205
3 C -2.418 -1.054 0.298  C2 1.548, H16 1.060, H17 1.069, H18 1.151
4 N -0.046 -1.040 -0.180  C2 1.422, C5 1.612
5 C 1.476 -0.527 -0.051  N4 1.612, N6 1.259, N10 1.408
6 N 2.319 -1.425 -0.309  C5 1.259, C7 1.275
7 C 3.558 -1.219 -0.525  N6 1.275, C8 1.428, H19 1.071
8 C 4.071 0.107 -0.387  C7 1.428, C9 1.375, H20 1.059
9 C 3.230 1.115 0.024  C8 1.375, N10 1.343, H21 1.101
10 N 1.941 0.780 0.194  C5 1.408, C9 1.343, O11 1.416
11 O 1.037 1.801 0.573  N10 1.416, H22 0.988
12 H -2.415 0.908 -1.718  C1 1.095
13 H -0.702 1.389 -1.767  C1 1.251
14 H -1.246 -0.424 -2.246  C1 1.161
15 H -0.929 0.515 0.862  C2 1.205
16 H -2.456 -1.957 -0.255  C3 1.060
17 H -3.304 -0.460 0.219  C3 1.069
18 H -2.182 -1.489 1.337  C3 1.151
19 H 4.178 -2.009 -0.898  C7 1.071
20 H 5.114 0.281 -0.447  C8 1.059
21 H 3.430 2.165 0.291  C9 1.101
22 H 0.332 1.753 -0.118  O11 0.988

The molecular weight comes out at 153.2 g mol⁻¹. As for the spin multiplicity: 1. The value obtained for the total energy is -512.6285 Ha. As for the SMILES: CC(C)/N=c1/ncccn1O. As for the net charge: 0. Its HOMO-LUMO gap (spin up / spin down) is 0.25999 / 0.25978 Ha.



Entry 2:
DFT (ωB97M-V/def2-TZVPD) results for a cluster of 2 separate species, C7H18IN2 in total in a non-equilibrium geometry.

Bonds (Å) are listed after each position.
Atoms and positions in Å:
1 C 2.053 1.174 0.097  C6 1.439, H11 1.095, H12 1.062, H13 1.182
2 C 0.173 1.667 -1.474  C6 1.521, H14 1.096, H15 1.064, H16 1.095
3 C 0.104 2.595 0.871  C6 1.437, H17 1.106, H18 1.060, H19 1.080
4 C -1.700 -2.744 0.422  N9 1.501, H20 1.122, H21 1.054, H22 1.059
5 C -0.477 -1.879 -1.543  N9 1.557, H23 1.187, H24 1.039, H25 1.099
6 C 0.713 1.678 -0.052  C1 1.439, C2 1.521, C3 1.437
7 C -0.775 -0.378 0.504  N8 1.393, N9 1.478, I10 2.225
8 N -0.563 -0.401 1.880  C7 1.393, H26 0.942, H27 1.000
9 N -0.645 -1.762 0.001  C4 1.501, C5 1.557, C7 1.478, H28 1.070
10 I -2.781 0.464 0.036  C7 2.225
11 H 2.239 0.138 -0.208  C1 1.095
12 H 2.735 1.777 -0.448  C1 1.062
13 H 2.192 1.498 1.226  C1 1.182
14 H 0.110 2.636 -1.980  C2 1.096
15 H 0.764 1.160 -2.200  C2 1.064
16 H -0.825 1.216 -1.500  C2 1.095
17 H -0.052 3.620 0.485  C3 1.106
18 H -0.939 2.447 0.994  C3 1.060
19 H 0.427 2.448 1.891  C3 1.080
20 H -2.120 -2.586 1.451  C4 1.122
21 H -2.604 -2.518 -0.071  C4 1.054
22 H -1.240 -3.675 0.217  C4 1.059
23 H 0.459 -1.186 -1.775  C5 1.187
24 H -0.540 -2.864 -1.869  C5 1.039
25 H -1.337 -1.560 -2.147  C5 1.099
26 H -0.737 0.411 2.323  N8 0.942
27 H -0.948 -1.191 2.358  N8 1.000
28 H 0.253 -2.186 0.400  N9 1.070

The molecular weight comes out at 257.1 g mol⁻¹. As for the spin multiplicity: 1. The value obtained for the total energy is -684.3001 Ha. As for the net charge: +1. Its HOMO-LUMO gap (spin up / spin down) is 0.26523 / 0.26509 Ha.



Q: Look up the spin multiplicity of the first one.
A: 1



Please write out number 1 again, unchanged.
DFT (ωB97M-V/def2-TZVPD) results for an isolated molecule of C7H11N3O in a non-equilibrium geometry.

Bonds (Å) are listed after each position.
Atoms and positions in Å:
1 C -1.456 0.430 -1.487  C2 1.567, H12 1.095, H13 1.251, H14 1.161
2 C -1.186 -0.196 -0.077  C1 1.567, C3 1.548, N4 1.422, H15 1.205
3 C -2.418 -1.054 0.298  C2 1.548, H16 1.060, H17 1.069, H18 1.151
4 N -0.046 -1.040 -0.180  C2 1.422, C5 1.612
5 C 1.476 -0.527 -0.051  N4 1.612, N6 1.259, N10 1.408
6 N 2.319 -1.425 -0.309  C5 1.259, C7 1.275
7 C 3.558 -1.219 -0.525  N6 1.275, C8 1.428, H19 1.071
8 C 4.071 0.107 -0.387  C7 1.428, C9 1.375, H20 1.059
9 C 3.230 1.115 0.024  C8 1.375, N10 1.343, H21 1.101
10 N 1.941 0.780 0.194  C5 1.408, C9 1.343, O11 1.416
11 O 1.037 1.801 0.573  N10 1.416, H22 0.988
12 H -2.415 0.908 -1.718  C1 1.095
13 H -0.702 1.389 -1.767  C1 1.251
14 H -1.246 -0.424 -2.246  C1 1.161
15 H -0.929 0.515 0.862  C2 1.205
16 H -2.456 -1.957 -0.255  C3 1.060
17 H -3.304 -0.460 0.219  C3 1.069
18 H -2.182 -1.489 1.337  C3 1.151
19 H 4.178 -2.009 -0.898  C7 1.071
20 H 5.114 0.281 -0.447  C8 1.059
21 H 3.430 2.165 0.291  C9 1.101
22 H 0.332 1.753 -0.118  O11 0.988

The molecular weight comes out at 153.2 g mol⁻¹. As for the spin multiplicity: 1. The value obtained for the total energy is -512.6285 Ha. As for the SMILES: CC(C)/N=c1/ncccn1O. As for the net charge: 0. Its HOMO-LUMO gap (spin up / spin down) is 0.25999 / 0.25978 Ha.